Entry 1:
ORCA calculation (wB97M-V/def2-TZVPD) on one molecule with the formula C2H7N3O2 at a distorted geometry.

XYZ file:
```
14
Properties=species:S:1:pos:R:3
C -0.008 1.041 1.324
C 1.013 0.492 -1.213
N -0.501 -0.039 0.702
N -1.548 -0.782 1.217
O 1.051 -0.039 -2.466
N 0.090 -0.552 -0.356
O -0.409 -1.594 -0.918
H 0.701 -0.954 -2.400
H -1.589 -1.655 0.674
H -1.421 -0.962 2.206
H -0.285 1.180 2.353
H 0.360 1.904 0.806
H 0.570 1.498 -1.228
H 1.977 0.463 -0.699
```

Results
**Kohn-Sham gap (alpha / beta)**: 7.92 / 7.81 eV
**Charge**: 0
**E_LUMO (alpha / beta)**: 0.51 / 0.58 eV

---

Entry 2:
ORCA calculation (wB97M-V/def2-TZVPD) on one molecule with the formula C2H5ClN2 at a distorted geometry.

XYZ file:
```
10
Properties=species:S:1:pos:R:3
C -0.506 -0.676 0.057
N 0.181 0.546 -0.017
C 1.474 0.687 0.005
N 2.361 -0.372 -0.209
Cl 4.005 -0.077 0.000
H 0.043 -1.585 0.402
H -1.268 -0.536 0.744
H -0.829 -1.057 -0.954
H -0.526 1.328 0.004
H 1.869 1.754 0.120
```

Results
**Kohn-Sham gap**: 8.95 eV
**Charge**: 0
**E_LUMO**: 0.62 eV

---

Entry 3:
ORCA calculation (wB97M-V/def2-TZVPD) on one molecule with the formula C20H22F3N3O2 at a distorted geometry.

XYZ file:
```
50
Properties=species:S:1:pos:R:3
C 2.812 -3.522 3.029
C 3.481 -2.284 2.437
C 4.483 -1.682 3.495
O 4.175 -2.692 1.254
C 3.935 -1.962 0.093
C 4.940 -1.393 -0.766
C 4.650 -0.563 -1.897
C 3.256 -0.305 -2.093
C 2.325 -0.883 -1.266
C 0.927 -0.544 -1.752
C 0.084 -0.365 -0.489
O -0.420 -1.357 0.053
N -0.266 0.838 0.093
C 0.683 1.939 -0.009
C 0.219 3.163 -0.651
N -0.737 3.900 0.310
C -2.015 3.416 0.558
N -3.031 4.297 0.444
C -4.270 3.889 0.608
C -5.396 4.916 0.637
F -6.633 4.423 0.645
F -5.493 5.817 1.669
F -5.507 5.529 -0.538
C -4.546 2.576 0.887
C -3.620 1.600 1.009
C -2.302 2.009 0.880
C -1.234 1.032 1.222
C 2.604 -1.726 -0.204
H 1.814 -3.679 2.661
H 3.528 -4.337 2.958
H 2.578 -3.432 4.095
H 2.633 -1.535 2.421
H 4.884 -0.663 3.209
H 5.282 -2.423 3.431
H 4.172 -1.661 4.583
H 5.941 -1.655 -0.609
H 5.480 -0.327 -2.582
H 3.036 0.111 -3.080
H 0.845 0.279 -2.504
H 0.629 -1.412 -2.264
H 1.526 1.544 -0.544
H 0.968 2.215 0.975
H 1.075 3.750 -1.124
H -0.404 2.863 -1.437
H -0.852 4.853 0.114
H -5.483 2.183 1.155
H -3.740 0.500 1.323
H -0.738 1.403 2.124
H -1.682 0.127 1.669
H 1.862 -2.310 0.232
```

Results
**Kohn-Sham gap**: 9.33 eV
**Charge**: 0
**E_LUMO**: 0.46 eV

---

Entry 4:
ORCA calculation (wB97M-V/def2-TZVPD) on C33H42Br2Cl2CoGeNO5SSi3 as an isolated structure.

XYZ file:
```
91
Properties=species:S:1:pos:R:3
Co 0.767 -0.755 0.151
Br 5.842 -0.927 -0.394
C 4.754 -0.644 1.124
C 5.368 -0.504 2.377
C 4.622 -0.355 3.513
Br 5.504 -0.177 5.180
C 3.209 -0.354 3.449
C 2.339 -0.287 4.561
C 0.991 -0.355 4.367
C 0.485 -0.468 3.061
N 1.262 -0.494 2.007
C 2.619 -0.464 2.176
C 3.376 -0.616 0.971
O 2.738 -0.719 -0.151
H 6.447 -0.523 2.436
H 2.756 -0.200 5.555
H 0.298 -0.328 5.196
H -0.576 -0.539 2.883
O 0.729 1.265 -0.251
S 2.086 1.939 -0.397
C 1.686 3.661 -0.648
C 2.605 4.591 -0.186
C 2.360 5.941 -0.387
C 1.198 6.345 -1.028
C 0.281 5.403 -1.476
C 0.524 4.052 -1.292
C 2.669 1.586 -2.045
C 4.033 1.446 -2.229
C 4.515 1.191 -3.505
C 3.631 1.063 -4.565
C 2.261 1.187 -4.360
C 1.772 1.454 -3.093
H 3.499 4.262 0.330
H 3.070 6.676 -0.032
H 1.003 7.399 -1.176
H -0.627 5.722 -1.970
H -0.179 3.308 -1.637
H 4.705 1.507 -1.383
H 5.578 1.073 -3.664
H 4.007 0.851 -5.558
H 1.574 1.066 -5.187
H 0.709 1.527 -2.910
Cl 0.412 -2.150 -4.624
C 1.270 -2.933 -3.309
Cl 3.034 -2.736 -3.492
C 0.927 -2.363 -1.945
O 1.007 -3.237 -0.994
O 0.640 -1.176 -1.774
H 1.060 -3.997 -3.332
O 1.003 -3.345 1.293
C 0.863 -2.576 0.417
C -2.099 0.401 -2.843
Si -2.743 -0.972 -1.728
C -4.598 -0.660 -1.587
C -2.529 -2.643 -2.584
Ge -1.663 -1.014 0.419
Si -2.445 -3.032 1.498
C -4.332 -3.013 1.497
C -1.866 -3.165 3.287
C -1.972 -4.622 0.609
Si -2.649 0.885 1.565
C -1.945 1.376 3.251
C -2.476 2.407 0.477
C -4.485 0.622 1.921
H -2.712 0.453 -3.748
H -1.064 0.238 -3.134
H -2.166 1.368 -2.339
H -5.057 -0.802 -2.570
H -4.798 0.369 -1.280
H -5.097 -1.327 -0.884
H -2.663 -2.552 -3.665
H -3.280 -3.344 -2.214
H -1.552 -3.096 -2.403
H -4.749 -2.119 1.956
H -4.711 -3.881 2.043
H -4.718 -3.076 0.477
H -2.189 -2.308 3.884
H -0.780 -3.250 3.351
H -2.298 -4.062 3.736
H -2.306 -4.613 -0.428
H -2.473 -5.457 1.107
H -0.902 -4.818 0.625
H -0.917 1.737 3.211
H -2.003 0.566 3.981
H -2.567 2.194 3.627
H -1.422 2.656 0.380
H -2.999 3.257 0.923
H -2.885 2.242 -0.522
H -4.627 -0.081 2.743
H -5.056 0.262 1.068
H -4.913 1.578 2.237
```

Results
**Kohn-Sham gap**: 7.53 eV
**Charge**: 0
**E_LUMO**: -0.21 eV

---

Computed DFT total energy, in the same sequence as the records: -394.9467; -648.8324; -1389.5776; -12508.5637 Eh.
Computed energy relative to the best compared isomer or geometry (same formula, charge and spin), in the same sequence as the records: 678.12; 187.68; 361.40; 0.00 kJ/mol.